# 1
# C6H16N2

The ion C6H16N2 with charge -1 in a non-equilibrium geometry (ωB97M-V with the def2-TZVPD basis set, the OMol25 dataset).

```
24
Properties=species:S:1:pos:R:3:forces:R:3:lowdin_spin:R:1
N -1.37319 -0.72915 2.06903 -0.7 0.7 -1.3 0.041
C -0.37132 0.15875 1.48572 0.2 -0.2 -0.7 0.067
C 0.15705 1.26678 2.40099 -0.1 -0.4 0.8 0.264
C -0.85977 0.70259 0.10643 -0.3 0.0 0.6 0.059
N -0.16461 0.26773 -1.08533 0.2 -0.2 -0.4 0.004
C 0.04989 -1.16778 -1.15715 0.0 -0.1 -0.1 0.041
C 0.50036 -1.65235 -2.53919 -0.7 -0.2 0.2 0.033
C 0.97639 1.06259 -1.43702 0.8 0.7 0.6 0.083
H -0.97539 -1.35615 2.72011 0.4 -0.5 1.0 0.043
H -2.12540 -0.19190 2.47583 0.0 -0.1 0.3 0.036
H 0.46160 -0.49924 1.24635 0.2 0.0 0.1 0.022
H 1.24710 1.26578 2.44763 0.2 0.3 -0.4 0.060
H -0.22599 2.26386 2.18540 0.0 0.0 -0.1 0.045
H -0.11145 1.04633 3.44147 -0.1 0.0 -0.1 0.053
H -0.82059 1.78144 0.21100 0.1 0.2 -0.6 0.020
H -1.90803 0.43395 -0.01983 -0.2 -0.1 0.2 0.014
H -0.90985 -1.62835 -0.91278 0.0 -0.1 0.1 0.009
H 0.78485 -1.54808 -0.43029 -0.1 0.1 0.1 0.019
H -0.02571 -1.07538 -3.30325 0.3 0.0 -0.1 0.003
H 0.18442 -2.69282 -2.66530 0.1 0.0 0.0 0.006
H 1.57810 -1.64119 -2.67271 0.1 0.3 -0.1 0.008
H 0.68924 2.07969 -1.72592 -0.2 -0.1 -0.2 0.022
H 1.68306 1.24084 -0.60453 0.0 -0.3 0.1 0.037
H 1.55924 0.61207 -2.23665 -0.1 0.0 -0.2 0.011
```
Forces are in eV/Å.

Electronic energy, a.u.: -347.63051
Total charge: -1
Maximum force, eV/Å: 1.61
Relative energy (zero: lowest compared OMol25 entry of this formula, charge and spin), kJ/mol: 73.4
Multiplicity: 2

# 2
# CBrF2O3S

A cluster of 2 separate species, CBrF2O3S in total in a non-equilibrium geometry (ωB97M-V with the def2-TZVPD basis set, the OMol25 dataset).

```
8
Properties=species:S:1:pos:R:3:forces:R:3:lowdin_spin:R:1
C -0.15908 -1.29080 0.96771 0.4 -0.5 3.6 0.605
O 0.64198 0.98919 -2.52727 -0.8 1.8 0.1 0.183
O -1.30429 1.27133 -0.96133 -1.0 1.2 -0.7 0.184
O 0.79411 2.60196 -0.54906 -0.2 2.1 -0.6 0.175
F 0.65748 -0.56909 1.81244 -1.3 -0.7 -1.9 0.124
F -1.35206 -1.40357 1.61404 1.2 0.5 -1.3 0.115
S 0.11023 1.52640 -1.23653 2.1 -5.3 1.3 0.430
Br 0.61163 -3.12541 0.88002 -0.2 0.7 -0.5 0.184
```
Forces are in eV/Å.

Electronic energy, a.u.: -3435.69922
Total charge: -1
Maximum force, eV/Å: 5.84
Relative energy (zero: lowest compared OMol25 entry of this formula, charge and spin), kJ/mol: 0.0
Multiplicity: 3